Formula: C27H72O27S9
Source: OMol25
Level of theory: ωB97M-V/def2-TZVPD

Last columns: bonded neighbours and bond lengths (Å).
Element x y z (Å)
1 C -3.7976 -2.9465 -4.8775  C2 1.540, H8 1.089, H9 1.091, H10 1.090
2 C -4.1920 -1.6095 -4.2241  C1 1.540, O3 1.431, H11 1.091, H12 1.091
3 O -5.1254 -1.8730 -3.1719  C2 1.431, S4 1.638
4 S -6.7228 -1.7107 -3.4942  O3 1.638, C5 1.809, O6 1.452, O7 1.443
5 C -6.9939 -0.1212 -2.6739  S4 1.809, H13 1.086, H14 1.089, H15 1.089
6 O -6.8926 -1.5374 -4.9256  S4 1.452
7 O -7.4197 -2.7248 -2.7414  S4 1.443
8 H -2.9128 -2.9463 -5.5120  C1 1.089
9 H -4.6361 -3.2014 -5.5276  C1 1.091
10 H -3.6774 -3.6817 -4.0825  C1 1.090
11 H -3.3455 -1.0775 -3.7882  C2 1.091
12 H -4.5345 -0.9439 -5.0177  C2 1.091
13 H -8.0146 0.2233 -2.8129  C5 1.086
14 H -6.2206 0.5301 -3.0787  C5 1.089
15 H -6.8129 -0.1544 -1.6001  C5 1.089
16 C -2.5786 3.8811 7.4959  C17 1.544, H23 1.087, H24 1.089, H25 1.091
17 C -2.5406 2.8672 6.3320  C16 1.544, O18 1.431, H26 1.090, H27 1.091
18 O -2.2169 3.4899 5.0848  C17 1.431, S19 1.599
19 S -1.6907 2.5691 3.8878  O18 1.599, C20 1.803, O21 1.458, O22 1.427
20 C -0.0695 2.0558 4.4865  S19 1.803, H28 1.086, H29 1.084, H30 1.089
21 O -2.5198 1.3710 3.8379  S19 1.458
22 O -1.5328 3.4333 2.7630  S19 1.427
23 H -2.3997 3.4508 8.4777  C16 1.087
24 H -3.5489 4.3700 7.5655  C16 1.089
25 H -1.8160 4.6168 7.2348  C16 1.091
26 H -1.8969 2.0293 6.5991  C17 1.090
27 H -3.5465 2.4717 6.1848  C17 1.091
28 H -0.2669 1.1850 5.1044  C20 1.086
29 H 0.4366 2.8585 5.0102  C20 1.084
30 H 0.4888 1.8094 3.5852  C20 1.089
31 C 2.3459 4.5165 2.2503  C32 1.527, H38 1.095, H39 1.085, H40 1.091
32 C 2.9369 3.2485 2.8622  C31 1.527, O33 1.449, H41 1.090, H42 1.090
33 O 2.6935 3.2896 4.2905  C32 1.449, S34 1.591
34 S 3.6149 2.3235 5.1566  O33 1.591, C35 1.807, O36 1.438, O37 1.461
35 C 5.0955 3.3441 5.3312  S34 1.807, H43 1.087, H44 1.086, H45 1.089
36 O 2.9457 2.1605 6.4188  S34 1.438
37 O 3.9080 1.1068 4.4037  S34 1.461
38 H 3.1873 5.2173 2.2527  C31 1.095
39 H 1.4750 4.9514 2.7286  C31 1.085
40 H 2.1946 4.3963 1.1769  C31 1.091
41 H 2.4583 2.3315 2.5189  C32 1.090
42 H 3.9969 3.1965 2.6131  C32 1.090
43 H 5.2931 4.0089 4.4947  C35 1.087
44 H 5.9315 2.6725 5.5039  C35 1.086
45 H 4.8454 3.9514 6.1998  C35 1.089
46 C 0.3779 1.8405 0.7552  C47 1.539, H53 1.090, H54 1.095, H55 1.084
47 C 0.2755 1.6689 -0.7705  C46 1.539, O48 1.428, H56 1.090, H57 1.093
48 O 0.3238 0.2755 -1.0789  C47 1.428, S49 1.652
49 S -1.1416 -0.4865 -1.0646  O48 1.652, C50 1.798, O51 1.447, O52 1.453
50 C -0.6565 -1.6701 -2.3276  S49 1.798, H58 1.086, H59 1.088, H60 1.085
51 O -1.3669 -1.1907 0.1789  S49 1.447
52 O -2.2087 0.3221 -1.6295  S49 1.453
53 H 1.0897 1.0812 1.0775  C46 1.090
54 H -0.5703 1.4912 1.1761  C46 1.095
55 H 0.5238 2.8933 0.9677  C46 1.084
56 H -0.5457 2.1945 -1.2575  C47 1.090
57 H 1.2037 2.0826 -1.1735  C47 1.093
58 H -0.2691 -1.0231 -3.1086  C50 1.086
59 H -1.5542 -2.1762 -2.6753  C50 1.088
60 H 0.0448 -2.3733 -1.8910  C50 1.085
61 C 1.5840 0.0912 -8.9325  C62 1.530, H68 1.091, H69 1.088, H70 1.090
62 C 0.8133 -0.2452 -7.6545  C61 1.530, O63 1.446, H71 1.095, H72 1.092
63 O 0.0677 -1.4683 -7.8548  C62 1.446, S64 1.619
64 S 0.0245 -2.5463 -6.6479  O63 1.619, C65 1.808, O66 1.460, O67 1.434
65 C 1.6610 -3.2885 -6.8516  S64 1.808, H73 1.092, H74 1.088, H75 1.086
66 O -0.0868 -1.7850 -5.4072  S64 1.460
67 O -1.0535 -3.4194 -7.0109  S64 1.434
68 H 0.8440 0.2038 -9.7260  C61 1.091
69 H 2.3510 -0.6451 -9.1646  C61 1.088
70 H 2.0513 1.0725 -8.8456  C61 1.090
71 H 1.4820 -0.1860 -6.7897  C62 1.095
72 H 0.0052 0.4867 -7.5981  C62 1.092
73 H 2.2978 -2.7378 -6.1566  C65 1.092
74 H 2.1409 -3.1062 -7.8111  C65 1.088
75 H 1.6447 -4.3501 -6.6225  C65 1.086
76 C 2.1083 -3.1093 0.2749  C77 1.529, H83 1.089, H84 1.091, H85 1.087
77 C 2.6417 -2.1496 -0.7891  C76 1.529, O78 1.440, H86 1.092, H87 1.094
78 O 2.4621 -0.7591 -0.4626  C77 1.440, S79 1.611
79 S 3.7568 0.1677 -0.2142  O78 1.611, C80 1.771, O81 1.444, O82 1.457
80 C 4.3338 -0.3808 1.3676  S79 1.771, H88 1.093, H89 1.090, H90 1.083
81 O 4.7283 -0.1331 -1.2399  S79 1.444
82 O 3.3693 1.5680 -0.0986  S79 1.457
83 H 1.0923 -2.8042 0.5209  C76 1.089
84 H 2.6980 -3.0283 1.1891  C76 1.091
85 H 2.0933 -4.1405 -0.0700  C76 1.087
86 H 3.6529 -2.3320 -1.1580  C77 1.092
87 H 2.0336 -2.2165 -1.6956  C77 1.094
88 H 4.4748 -1.4609 1.2730  C80 1.093
89 H 3.4841 -0.3474 2.0491  C80 1.090
90 H 5.2486 0.1408 1.6186  C80 1.083
91 C 4.4897 2.1810 -2.1672  C92 1.524, H98 1.094, H99 1.088, H100 1.090
92 C 3.5512 1.3021 -2.9856  C91 1.524, O93 1.425, H101 1.098, H102 1.095
93 O 4.0990 1.2118 -4.2980  C92 1.425, S94 1.656
94 S 3.7147 -0.1668 -5.1308  O93 1.656, C95 1.806, O96 1.433, O97 1.423
95 C 4.9803 -1.2408 -4.4194  S94 1.806, H103 1.089, H104 1.090, H105 1.088
96 O 2.4220 -0.6374 -4.7285  S94 1.433
97 O 4.0335 0.0778 -6.4956  S94 1.423
98 H 5.4097 1.5901 -2.1306  C91 1.094
99 H 4.1166 2.3768 -1.1644  C91 1.088
100 H 4.8339 3.1254 -2.5893  C91 1.090
101 H 3.4614 0.3100 -2.5239  C92 1.098
102 H 2.4944 1.5875 -2.9574  C92 1.095
103 H 5.9671 -0.9672 -4.7894  C95 1.089
104 H 4.9008 -2.2729 -4.7610  C95 1.090
105 H 4.8648 -1.1259 -3.3440  C95 1.088
106 C -4.2011 -0.3076 0.9671  C107 1.511, H113 1.086, H114 1.089, H115 1.093
107 C -5.6713 -0.1484 1.2756  C106 1.511, O108 1.432, H116 1.089, H117 1.099
108 O -5.8320 0.1256 2.6722  C107 1.432, S109 1.638
109 S -7.3268 0.5608 3.1816  O108 1.638, C110 1.787, O111 1.440, O112 1.446
110 C -8.0286 -1.0530 3.4920  S109 1.787, H118 1.087, H119 1.088, H120 1.085
111 O -7.1360 1.2584 4.4273  S109 1.440
112 O -7.9654 1.1438 2.0221  S109 1.446
113 H -4.0875 -0.4018 -0.1088  C106 1.086
114 H -3.7570 -1.1522 1.4916  C106 1.089
115 H -3.6835 0.5696 1.3639  C106 1.093
116 H -6.1349 0.5336 0.5650  C107 1.089
117 H -6.1441 -1.1290 1.1234  C107 1.099
118 H -8.9233 -0.9504 4.1004  C110 1.087
119 H -7.2020 -1.5099 4.0327  C110 1.088
120 H -8.2963 -1.5069 2.5432  C110 1.085
121 C 0.2090 -1.1667 2.7252  C122 1.528, H128 1.089, H129 1.090, H130 1.089
122 C 0.9463 -1.2593 4.0604  C121 1.528, O123 1.433, H131 1.090, H132 1.089
123 O 2.2640 -1.7511 3.7856  C122 1.433, S124 1.612
124 S 3.1724 -2.5310 4.8657  O123 1.612, C125 1.798, O126 1.423, O127 1.439
125 C 2.6015 -4.2042 4.5366  S124 1.798, H133 1.088, H134 1.090, H135 1.089
126 O 4.5161 -2.3990 4.4175  S124 1.423
127 O 2.8232 -2.1861 6.2186  S124 1.439
128 H 0.0202 -2.1745 2.3577  C121 1.089
129 H 0.8174 -0.6157 2.0079  C121 1.090
130 H -0.7572 -0.6700 2.8055  C121 1.089
131 H 1.0646 -0.2358 4.4172  C122 1.090
132 H 0.4024 -1.8922 4.7595  C122 1.089
133 H 1.6048 -4.4474 4.8993  C125 1.088
134 H 3.3047 -4.8803 5.0220  C125 1.090
135 H 2.6046 -4.3906 3.4642  C125 1.089

**Energy above the lowest of the compared OMol25 structures with the same formula, charge and spin**: 395.5 kJ/mol
**HOMO-LUMO gap**: 0.393 Ha
**SMILES string**: CCOS(C)(=O)=O.CCOS(C)(=O)=O.CCOS(C)(=O)=O.CCOS(C)(=O)=O.CCOS(C)(=O)=O.CCOS(C)(=O)=O.CCOS(C)(=O)=O.CCOS(C)(=O)=O.CCOS(C)(=O)=O

Formula: C27H72O9
Source: OMol25
Level of theory: ωB97M-V/def2-TZVPD

Last columns: bonded neighbours and bond lengths (Å).
Element x y z (Å)
1 C -0.0799 1.4774 -1.4231  C2 1.515, H5 1.091, H6 1.094, H7 1.091
2 C -0.1102 0.4538 -0.3060  C1 1.515, C3 1.511, O4 1.437, H8 1.094
3 C -0.2087 1.0207 1.0910  C2 1.511, H9 1.092, H10 1.088, H11 1.100
4 O -1.2935 -0.3426 -0.4799  C2 1.437, H12 0.979
5 H 0.3204 1.0509 -2.3442  C1 1.091
6 H 0.5195 2.3566 -1.1687  C1 1.094
7 H -1.0852 1.8409 -1.6415  C1 1.091
8 H 0.7471 -0.2230 -0.3729  C2 1.094
9 H -1.1711 1.5009 1.2823  C3 1.092
10 H 0.6048 1.6148 1.5034  C3 1.088
11 H -0.2323 0.1906 1.8120  C3 1.100
12 H -1.2153 -0.8764 -1.2972  O4 0.979
13 C 1.7502 -2.6758 0.6659  C14 1.522, H17 1.093, H18 1.089, H19 1.097
14 C 2.2607 -3.8004 1.5556  C13 1.522, C15 1.533, O16 1.454, H20 1.086
15 C 2.5605 -5.0550 0.7278  C14 1.533, H21 1.093, H22 1.093, H23 1.090
16 O 3.5225 -3.3147 2.0907  C14 1.454, H24 0.962
17 H 2.3997 -2.4247 -0.1771  C13 1.093
18 H 1.5735 -1.7552 1.2203  C13 1.089
19 H 0.8349 -3.0290 0.1741  C13 1.097
20 H 1.6308 -4.0604 2.4007  C14 1.086
21 H 3.1709 -4.8335 -0.1510  C15 1.093
22 H 1.6246 -5.4944 0.3736  C15 1.093
23 H 3.1108 -5.7869 1.3187  C15 1.090
24 H 4.0965 -3.2063 1.3258  O16 0.962
25 C 4.9863 1.1327 4.2472  C26 1.511, H29 1.087, H30 1.087, H31 1.098
26 C 4.4367 2.1139 3.2379  C25 1.511, C27 1.532, O28 1.449, H32 1.095
27 C 3.1387 1.5892 2.6163  C26 1.532, H33 1.095, H34 1.089, H35 1.088
28 O 4.1262 3.3409 3.9425  C26 1.449, H36 0.970
29 H 4.3141 0.9809 5.0877  C25 1.087
30 H 6.0008 1.3758 4.5542  C25 1.087
31 H 5.0392 0.1835 3.6973  C25 1.098
32 H 5.1644 2.3395 2.4508  C26 1.095
33 H 3.3682 0.7334 1.9730  C27 1.095
34 H 2.7005 2.3510 1.9731  C27 1.089
35 H 2.4753 1.3035 3.4297  C27 1.088
36 H 3.9218 3.9914 3.2523  O28 0.970
37 C 1.2238 -1.8418 6.9490  C38 1.516, H41 1.090, H42 1.086, H43 1.097
38 C 1.4621 -0.8397 5.8364  C37 1.516, C39 1.523, O40 1.457, H44 1.093
39 C 1.0333 -1.3051 4.4515  C38 1.523, H45 1.089, H46 1.097, H47 1.090
40 O 0.6529 0.3268 6.1654  C38 1.457, H48 0.962
41 H 0.1501 -1.9917 7.0653  C37 1.090
42 H 1.7232 -1.5846 7.8790  C37 1.086
43 H 1.6108 -2.8251 6.6561  C37 1.097
44 H 2.4946 -0.4805 5.8249  C38 1.093
45 H -0.0462 -1.3395 4.3158  C39 1.089
46 H 1.3758 -2.3204 4.2178  C39 1.097
47 H 1.5143 -0.6595 3.7168  C39 1.090
48 H 1.1441 1.1115 5.9047  O40 0.962
49 C 0.8061 0.4513 -5.2312  C50 1.521, H53 1.087, H54 1.090, H55 1.094
50 C -0.4683 0.2470 -6.0354  C49 1.521, C51 1.508, O52 1.444, H56 1.095
51 C -0.4039 -1.0125 -6.8619  C50 1.508, H57 1.089, H58 1.094, H59 1.094
52 O -1.5386 0.1536 -5.0703  C50 1.444, H60 0.965
53 H 0.7925 1.4201 -4.7382  C49 1.087
54 H 1.6877 0.3142 -5.8574  C49 1.090
55 H 0.8732 -0.3448 -4.4833  C49 1.094
56 H -0.6550 1.1504 -6.6260  C50 1.095
57 H 0.3740 -0.9910 -7.6234  C51 1.089
58 H -1.3444 -1.2431 -7.3707  C51 1.094
59 H -0.2300 -1.8362 -6.1627  C51 1.094
60 H -2.3679 0.0888 -5.5598  O52 0.965
61 C 1.7599 5.2891 0.3751  C62 1.520, H65 1.091, H66 1.091, H67 1.092
62 C 3.2521 5.0990 0.5918  C61 1.520, C63 1.523, O64 1.424, H68 1.095
63 C 4.1083 5.6842 -0.5231  C62 1.523, H69 1.094, H70 1.094, H71 1.091
64 O 3.6847 5.5353 1.8768  C62 1.424, H72 0.965
65 H 1.4825 4.9538 -0.6257  C61 1.091
66 H 1.4539 6.3274 0.5128  C61 1.091
67 H 1.2051 4.6507 1.0652  C61 1.092
68 H 3.4463 4.0217 0.5808  C62 1.095
69 H 3.9563 6.7580 -0.6696  C63 1.094
70 H 3.8826 5.2057 -1.4802  C63 1.094
71 H 5.1755 5.5156 -0.3727  C63 1.091
72 H 3.6092 6.4976 1.8902  O64 0.965
73 C -4.2556 0.9598 -2.4490  C74 1.511, H77 1.093, H78 1.091, H79 1.091
74 C -4.9740 1.9538 -3.3318  C73 1.511, C75 1.526, O76 1.447, H80 1.094
75 C -4.0352 2.7217 -4.2571  C74 1.526, H81 1.090, H82 1.091, H83 1.098
76 O -5.9203 1.2438 -4.1657  C74 1.447, H84 0.961
77 H -4.9473 0.1873 -2.1026  C73 1.093
78 H -3.8906 1.4599 -1.5507  C73 1.091
79 H -3.4219 0.4163 -2.8960  C73 1.091
80 H -5.5358 2.6330 -2.6832  C74 1.094
81 H -4.5475 3.5656 -4.7187  C75 1.090
82 H -3.6212 2.1013 -5.0533  C75 1.091
83 H -3.1355 3.0401 -3.7146  C75 1.098
84 H -6.5693 1.8709 -4.4945  O76 0.961
85 C -2.4995 -2.6222 2.2848  C86 1.531, H89 1.093, H90 1.094, H91 1.094
86 C -3.6863 -1.9460 1.5930  C85 1.531, C87 1.506, O88 1.427, H92 1.101
87 C -4.9497 -1.9945 2.4120  C86 1.506, H93 1.091, H94 1.095, H95 1.089
88 O -3.3761 -0.5704 1.3735  C86 1.427, H96 0.977
89 H -2.2725 -2.1980 3.2658  C85 1.093
90 H -1.5709 -2.4499 1.7319  C85 1.094
91 H -2.7027 -3.6943 2.3612  C85 1.094
92 H -3.8538 -2.4584 0.6329  C86 1.101
93 H -5.7172 -1.3174 2.0334  C87 1.091
94 H -4.7188 -1.5896 3.4033  C87 1.095
95 H -5.3785 -2.9928 2.4898  C87 1.089
96 H -2.6586 -0.5425 0.7108  O88 0.977
97 C -1.5966 -3.5946 -1.6343  C98 1.503, H101 1.092, H102 1.089, H103 1.095
98 C -1.7810 -2.8849 -2.9466  C97 1.503, C99 1.522, O100 1.439, H104 1.100
99 C -3.2275 -2.5440 -3.2745  C98 1.522, H105 1.094, H106 1.092, H107 1.089
100 O -0.9882 -1.6842 -2.9513  C98 1.439, H108 0.974
101 H -0.5506 -3.8790 -1.4986  C97 1.092
102 H -2.2194 -4.4744 -1.4818  C97 1.089
103 H -1.8101 -2.9249 -0.7943  C97 1.095
104 H -1.3799 -3.5253 -3.7464  C98 1.100
105 H -3.7726 -3.4840 -3.3970  C99 1.094
106 H -3.3371 -2.0350 -4.2346  C99 1.092
107 H -3.6598 -1.9121 -2.4997  C99 1.089
108 H -1.3227 -1.0853 -3.6423  O100 0.974

**Energy above the lowest of the compared OMol25 structures with the same formula, charge and spin**: 101.9 kJ/mol
**HOMO-LUMO gap**: 0.361 Ha
**SMILES string**: CC(C)O.CC(C)O.CC(C)O.CC(C)O.CC(C)O.CC(C)O.CC(C)O.CC(C)O.CC(C)O